Molecular formula: C7H18BrN2O9PS3Si
Method: DFT, wB97M-V/def2-TZVPD

```
42
Properties=species:S:1:pos:R:3:lowdin_charge:R:1
C -0.1997 5.0082 -1.4147 -0.102
C -0.7065 3.8231 -2.4250 -0.358
N -2.0554 3.8516 -2.8001 0.050
C 0.1834 2.5834 -3.0191 -0.287
Si 1.8345 2.2350 -2.0945 -0.025
N 1.4554 2.1877 -0.3257 -0.112
S 2.8027 0.3710 -2.7477 0.368
P 3.3254 3.8402 -2.4512 0.350
O 3.6852 3.8219 -4.1621 -0.463
Br 5.1306 3.2252 -1.1920 0.174
H 0.9498 5.2242 -1.4292 0.038
H -0.5096 4.7422 -0.3009 0.094
H -0.7260 6.0363 -1.7175 0.100
H -2.2008 3.0040 -3.4268 0.038
H -0.4838 1.6008 -2.8993 0.094
H 0.3190 2.7056 -4.1986 0.108
H 1.3744 1.1562 -0.1054 -0.007
H 0.4807 2.5712 -0.1551 0.034
H 3.3895 -0.2620 -1.6371 -0.144
H 3.6050 4.7619 -4.5178 0.060
C -0.1175 -2.8276 -1.5598 -0.164
C -1.3079 -2.3723 -0.7198 -0.158
O -0.8526 -2.4222 0.6304 -0.219
S 0.7422 -2.0819 0.6648 0.675
O 0.8980 -0.6825 0.9941 -0.243
O 1.4196 -3.1388 1.3793 -0.224
O 1.0316 -2.2645 -0.9292 -0.213
H -0.0162 -3.9175 -1.5416 0.136
H -0.1892 -2.4868 -2.5961 0.140
H -2.1827 -3.0125 -0.8557 0.143
H -1.5771 -1.3354 -0.9473 0.134
C -0.9892 -3.5105 3.6143 -0.180
C -0.9377 -2.6625 4.8824 -0.166
O -2.2974 -2.3531 5.1798 -0.193
S -3.2411 -3.5917 4.6942 0.681
O -3.5091 -4.4312 5.8408 -0.237
O -4.2828 -3.0659 3.8429 -0.239
O -2.1375 -4.3444 3.7597 -0.189
H -1.1328 -2.8849 2.7274 0.099
H -0.0897 -4.1188 3.4877 0.136
H -0.3545 -1.7483 4.7487 0.139
H -0.5300 -3.2345 5.7226 0.134
```

SMILES: [H]/N=C(/C)C[Si@@](N)(S)P(O)Br.O=S1(=O)OCCO1.O=S1(=O)OCCO1
largest force on an atom: 0.1187 hartree/bohr
HOMO-LUMO gap: 8.50 eV
E: -148671.3421 eV